# 1
Formula: C6H3Cl2FN2S
Source: the Open Molecules 2025 dataset
Level of theory: ωB97M-V/def2-TZVPD

Properties
- SMILES: N#CC1=CC=N[C@@H]1SC(F)(Cl)Cl
- ΔE to the lowest compared entry with this formula, charge and spin: 0.0 kcal/mol
- F_max: 2.76 eV Å⁻¹
- HOMO level: -9.6 eV
- Gap between HOMO and LUMO: 8.81 eV

```
15
Properties=species:S:1:pos:R:3:forces:R:3
C 0.58229 0.69529 2.17081 0.2 0.5 -1.6
C 1.29510 0.56143 -0.19195 0.8 1.0 -2.1
C 0.55889 0.67079 -1.51933 1.1 -1.0 1.8
C -0.89412 1.17045 0.10447 1.0 -0.4 0.9
C 0.47613 0.85288 0.79082 -1.7 1.1 -1.3
C -3.27098 2.74128 0.04882 2.3 0.6 -0.2
N 0.52823 0.47426 3.27690 0.0 -0.4 2.7
N -0.68176 0.77238 -1.27755 -1.2 0.3 -1.3
F -3.67561 1.75293 -0.70548 -0.8 -1.3 -1.1
S -1.42154 2.91184 -0.09668 0.1 0.5 0.4
Cl -3.90413 4.24105 -0.58085 -0.3 0.4 0.2
Cl -3.67915 2.38914 1.67262 -0.8 0.0 1.3
H 2.34616 0.48810 -0.17614 1.0 -0.7 0.4
H 1.10495 0.54265 -2.48940 -1.1 0.1 0.8
H -1.60364 0.73650 0.81279 -0.7 -0.6 -1.1
```
Positions in Å, forces in eV/Å.

# 2
Formula: C6H3Cl2N3S3
Source: the Open Molecules 2025 dataset
Level of theory: ωB97M-V/def2-TZVPD

Properties
- ⟨S²⟩: 2.029
- 2S+1: 3
- F_max: 6.05 eV Å⁻¹
- HOMO level (alpha / beta): -6.4 / -8.8 eV
- Gap between HOMO and LUMO (alpha / beta): 5.46 / 6.27 eV

```
17
Properties=species:S:1:pos:R:3:forces:R:3
C 0.67536 2.80528 -0.62232 0.3 1.1 0.9
C -1.50849 -1.88027 -0.71304 0.4 2.4 1.8
C -1.24300 -1.02599 0.43040 0.6 -5.0 -2.0
C 0.25380 1.65636 -1.27126 -0.2 -0.3 -0.1
C -1.41107 1.39731 0.67484 1.3 -3.0 -2.1
C 2.12064 0.08612 0.24321 1.0 -3.0 -4.3
N 0.87825 3.82634 -0.08652 0.0 -1.0 -0.6
N -1.08417 -3.08735 -0.70901 0.4 -2.7 -0.1
N -1.61339 0.18230 0.72209 -2.0 5.4 1.7
S -0.42082 -1.93481 1.69862 -0.2 0.4 0.4
S -0.50487 -3.73141 0.67224 0.0 0.7 -0.2
S 0.94385 0.18810 -1.20338 0.5 -0.1 0.5
Cl -2.23727 -1.43344 -2.17880 -0.4 1.0 -0.2
Cl -2.02304 2.85336 1.05840 -0.8 0.5 0.8
H 2.93835 -0.64003 -0.06710 -1.0 0.7 0.3
H 1.69358 -0.25459 1.09466 -1.5 -0.7 2.6
H 2.54229 0.99272 0.25697 1.6 3.5 0.7
```
Positions in Å, forces in eV/Å.

# 3
Formula: C6H3Cl3
Source: the Open Molecules 2025 dataset
Level of theory: ωB97M-V/def2-TZVPD

Properties
- SMILES: Clc1cc(Cl)cc(Cl)c1
- ΔE to the lowest compared entry with this formula, charge and spin: 0.0 kcal/mol
- F_max: 3.55 eV Å⁻¹
- HOMO level: -9.5 eV
- Gap between HOMO and LUMO: 10.01 eV

```
12
Properties=species:S:1:pos:R:3:forces:R:3
C -0.50437 -0.23500 -1.22420 1.0 1.3 -0.9
C -0.99338 0.87049 -0.53610 0.1 -0.9 2.8
C -0.51248 1.04333 0.79366 0.7 -2.3 -2.5
C 0.43018 0.09774 1.28606 -1.2 2.9 1.7
C 0.96164 -0.89723 0.52453 -0.8 0.7 -0.4
C 0.55988 -1.00293 -0.77366 0.1 -1.0 -1.9
H -1.87881 1.40450 -0.80991 0.0 0.4 -0.7
H 0.66192 0.37663 2.30885 0.6 -0.9 0.1
H 1.17265 -1.70422 -1.40752 -1.3 0.8 0.4
Cl -0.93046 -0.26704 -2.90240 -0.2 -0.5 -0.3
Cl -1.04417 2.35440 1.72422 -0.2 0.4 0.5
Cl 2.07741 -2.04066 1.01648 1.3 -0.8 1.1
```
Positions in Å, forces in eV/Å.

# 4
Formula: C6H3DyO5
Source: the Open Molecules 2025 dataset
Level of theory: ωB97M-V/def2-TZVPD

Properties
- Charge: +3
- ⟨S²⟩: 12.014
- 2S+1: 7
- ΔE to the lowest compared entry with this formula, charge and spin: 0.0 kcal/mol
- F_max: 8.45 eV Å⁻¹
- HOMO level (alpha / beta): -19.3 / -19.3 eV
- Gap between HOMO and LUMO (alpha / beta): 4.50 / 4.51 eV

```
15
Properties=species:S:1:pos:R:3:forces:R:3
C 1.67178 -0.50004 0.45294 1.3 1.5 -0.9
C 0.29205 -1.00760 0.47833 -1.4 0.4 1.9
O -0.39099 -3.33946 0.51304 3.2 3.5 -4.7
C 0.13529 -2.44561 -0.03488 -4.5 -3.5 6.2
O 1.88898 0.69951 0.21433 1.1 -1.4 0.5
H 2.47868 -1.22276 0.65179 0.0 0.2 0.0
Dy 4.01971 2.11530 -0.16274 -0.3 0.1 0.0
O -1.54384 1.87664 -0.64865 0.6 0.4 2.0
C -2.03790 0.88165 -1.41994 -1.9 0.9 -3.5
C -0.77479 1.32268 0.34286 -1.4 -0.4 0.0
O -2.72118 1.02556 -2.38563 1.1 -0.4 1.8
O -1.52090 -0.28122 -0.98063 1.0 -1.6 0.8
C -0.76640 -0.02244 0.15337 -0.5 1.3 -2.8
H -0.61370 1.91324 1.23881 0.5 0.2 -0.4
H -0.11679 -1.01546 1.58698 1.4 -1.2 -1.1
```
Positions in Å, forces in eV/Å.

# 5
Formula: C6H3F2NNiO9S2
Source: the Open Molecules 2025 dataset
Level of theory: ωB97M-V/def2-TZVPD

Properties
- Charge: -2
- ⟨S²⟩: 2.006
- 2S+1: 3
- F_max: 3.79 eV Å⁻¹
- HOMO level (alpha / beta): -1.6 / -1.5 eV
- Gap between HOMO and LUMO (alpha / beta): 6.45 / 6.44 eV

```
24
Properties=species:S:1:pos:R:3:forces:R:3
Ni 0.61773 -0.26188 -1.20643 0.9 0.6 2.0
C 0.88768 -0.95179 2.79563 0.4 0.1 0.5
C 1.15148 -0.05016 3.86994 -0.3 0.5 -0.1
C 1.06265 1.48116 3.53837 0.4 -0.6 -0.2
O 1.50726 2.28263 4.35520 -0.3 0.1 0.1
C 0.53820 1.83594 2.25567 0.0 0.3 0.4
C 0.36617 0.93815 1.22747 -0.5 0.6 0.7
C 0.58687 -0.53419 1.51842 0.4 -0.7 0.0
O 0.49379 -1.35726 0.54255 -0.4 0.6 -0.8
O -0.03509 1.27900 0.06416 0.4 -1.0 -0.9
O 1.43777 -0.37340 5.02090 0.1 -0.2 0.0
H 1.11079 -1.99088 3.01261 -0.2 -0.1 -0.2
H 0.33863 2.89602 2.13890 0.1 0.0 -0.4
N -0.87032 -0.38724 -2.51627 -2.5 -1.6 -1.3
S -1.88933 -1.70852 -2.53182 1.6 -1.7 2.6
O -1.92915 -2.42907 -3.75394 -0.2 0.4 -0.6
O -3.04361 -1.58195 -1.71949 -0.6 0.4 -0.4
F -0.96171 -2.58922 -1.60207 0.3 0.0 -0.4
S -1.72629 0.62488 -3.41263 0.9 3.7 0.2
O -2.97457 0.99888 -2.84534 -0.6 -0.5 -0.3
O -1.60160 0.43461 -4.81543 -0.1 -0.5 -0.3
F -0.86636 1.93547 -3.14016 0.4 -0.5 0.0
O 2.44977 -0.08873 -1.34037 0.3 0.2 -0.6
H 3.34923 -0.40246 -1.45588 -0.5 -0.1 0.2
```
Positions in Å, forces in eV/Å.

# 6
Formula: C6H3F5
Source: the Open Molecules 2025 dataset
Level of theory: ωB97M-V/def2-TZVPD

Properties
- SMILES: C/C(C#CF)=C(/F)C(F)(F)F
- ΔE to the lowest compared entry with this formula, charge and spin: 0.0 kcal/mol
- F_max: 8.06 eV Å⁻¹
- HOMO level: -8.8 eV
- Gap between HOMO and LUMO: 8.81 eV

```
14
Properties=species:S:1:pos:R:3:forces:R:3
C 0.69402 -0.69464 -2.38217 0.1 -0.7 -1.2
C 0.62597 -1.23706 -3.43583 -0.5 -0.3 -0.1
C 0.86988 -0.14227 -1.14988 6.6 4.2 1.8
C 2.21070 0.50251 -0.94023 -4.5 -1.7 -1.0
C -0.15980 -0.21715 -0.12234 -3.0 -1.3 -1.9
C 2.74688 1.26544 0.27184 -0.9 0.5 0.4
F 0.33872 -1.89705 -4.47257 0.1 -0.3 -1.0
F 3.15075 0.36738 -1.88089 -0.3 0.2 -0.1
F 4.01176 1.69062 0.16365 -0.8 -0.4 -0.3
F 2.68344 0.36846 1.27765 0.0 0.8 0.6
F 2.00042 2.41363 0.62415 0.9 -2.2 -0.5
H 0.27919 -0.64128 0.68679 1.1 -1.3 2.8
H -0.98813 -0.98645 -0.46497 1.5 1.8 0.6
H -0.58960 0.71211 0.18829 -0.4 0.6 -0.1
```
Positions in Å, forces in eV/Å.

Question: What is the formula in the third record?
Answer: C6H3Cl3